Formula: C33H36Cl2GeIrN2O4SSi
Source: the Open Molecules 2025 dataset
Level of theory: the ωB97M-V functional and the def2-TZVPD basis

Atoms and positions in Å:
Ir 0.054410 -0.536880 0.481086
C 0.738134 -4.502196 0.929310
C -0.571406 -3.834375 0.497464
C -1.757437 -4.790844 0.617430
O -0.832319 -2.674274 1.280577
C -0.362368 -3.416708 -1.005799
O -0.660749 -4.219321 -1.880750
O 0.193590 -2.295090 -1.170310
H 0.690971 -4.784303 1.980974
H 1.567109 -3.806788 0.809774
H 0.931397 -5.385872 0.324958
H -1.743210 -5.310106 1.573418
H -1.717903 -5.508433 -0.197830
H -2.680903 -4.223606 0.527890
H -0.214643 -2.661754 2.056893
C 4.143920 -2.097366 5.268124
Si 2.750109 -0.927612 5.879765
C 3.618522 0.218599 7.150329
C 1.529525 -1.998601 6.913537
C 1.945223 0.149223 4.584375
C 1.972416 1.565256 4.610020
C 1.290574 2.272083 3.635349
C 0.616736 1.594844 2.643500
N 0.624398 0.225692 2.546728
C 1.254235 -0.455395 3.519134
S 1.200029 -2.169819 3.477308
H 4.572392 -2.667408 6.089264
H 4.949395 -1.549949 4.786071
H 3.749363 -2.801426 4.545736
H 4.065429 -0.375216 7.941442
H 2.923655 0.912591 7.612488
H 4.411712 0.798012 6.687030
H 2.029793 -2.584689 7.680490
H 1.013740 -2.689926 6.257667
H 0.775983 -1.386565 7.402051
H 2.512969 2.077392 5.392837
H 1.281775 3.354807 3.637996
H 0.047345 2.124116 1.894044
O 2.205097 3.860160 -0.682126
C 1.425254 2.970656 -0.755424
N 0.794005 1.961533 -0.698026
Cl 4.341177 -2.810036 -1.200909
C 3.012810 -1.666610 -1.254976
Cl 2.936532 -0.696983 0.231843
H 2.062487 -2.209326 -1.339847
H 3.171451 -1.005341 -2.104358
C -0.147853 1.044991 -0.910938
Ge -1.285324 1.424524 -2.483264
C -3.229258 1.364471 -2.104049
C -4.107342 2.053971 -2.947002
C -5.471067 1.984800 -2.769795
C -5.999105 1.219419 -1.737075
C -5.137174 0.521332 -0.892529
C -3.772897 0.588621 -1.081256
C -0.938656 0.338257 -4.113569
C -1.448727 0.761704 -5.341565
C -1.237097 0.027489 -6.490433
C -0.510688 -1.153836 -6.438146
C -0.017810 -1.597927 -5.216223
C -0.235236 -0.862314 -4.067666
C -0.915740 3.308426 -2.993997
C 0.067655 3.636492 -3.924824
C 0.487739 4.939381 -4.091056
C -0.050213 5.951868 -3.303730
C -1.022573 5.640754 -2.361797
C -1.443349 4.337312 -2.212797
H -3.696585 2.665280 -3.741923
H -6.135611 2.530633 -3.431955
H -7.070289 1.165430 -1.590874
H -5.547684 -0.070345 -0.083328
H -3.094349 0.047905 -0.429607
H -2.015508 1.683537 -5.389434
H -1.633430 0.375679 -7.438243
H -0.334480 -1.726503 -7.341074
H 0.537497 -2.525057 -5.161683
H 0.124561 -1.224576 -3.114732
H 0.505574 2.840987 -4.520223
H 1.248733 5.178131 -4.826252
H 0.294970 6.971794 -3.415688
H -1.438941 6.424871 -1.740503
H -2.192469 4.090351 -1.469318

Atomic forces in eV per Å
0.26 0.22 0.76
-0.12 0.17 -0.01
-0.12 -0.28 -0.68
0.24 0.17 -0.15
-0.08 0.27 -0.46
-0.30 -0.51 1.01
-0.06 -0.33 -0.48
0.04 1.00 -0.14
0.01 -0.03 0.07
0.08 0.05 0.06
-0.09 -0.09 -0.10
-0.02 0.00 0.17
0.02 -0.09 0.00
-0.12 0.04 0.02
0.21 0.26 0.55
-0.39 0.30 0.15
-0.14 -0.23 -0.10
-0.24 -0.27 -0.33
0.34 0.29 -0.30
-0.10 -1.18 -0.11
0.38 0.94 0.44
-0.12 -0.03 -0.13
-0.16 1.39 -0.02
-0.47 -0.75 -1.20
0.47 -0.25 0.89
-0.14 -1.07 -0.42
0.09 -0.06 0.30
0.13 0.21 -0.07
-0.14 -0.07 -0.14
0.12 -0.21 0.21
-0.20 0.17 0.07
0.14 0.14 -0.16
0.27 -0.06 0.22
-0.08 -0.06 -0.19
-0.11 0.23 0.08
0.06 0.19 0.06
-0.06 0.08 -0.03
-0.04 0.06 -0.10
-0.12 0.35 -0.25
0.36 -0.56 0.50
0.77 1.44 -0.12
0.47 -0.39 -0.03
-0.48 0.22 -0.11
-0.05 -0.05 -0.16
0.34 0.22 0.02
-0.02 0.01 0.17
-1.28 -1.62 -0.45
0.18 0.00 0.11
0.11 -0.12 -0.27
0.65 -0.01 0.10
-0.56 -0.01 0.09
0.27 -0.10 0.08
-0.65 0.09 -0.03
0.65 0.11 -0.04
-0.23 0.16 0.28
-0.01 0.20 0.38
0.01 -0.10 -0.42
0.06 -0.05 0.18
0.05 -0.16 -0.47
0.01 0.30 0.40
0.14 -0.25 0.32
-0.18 -0.54 -0.04
0.12 0.56 -0.04
-0.01 -0.17 -0.08
0.14 0.48 -0.11
-0.22 -0.49 0.02
-0.04 0.05 -0.07
0.03 -0.01 0.02
-0.02 -0.01 0.02
0.04 -0.03 0.00
-0.10 -0.06 0.07
-0.03 0.09 -0.08
-0.01 0.01 0.01
-0.01 -0.01 0.01
-0.02 -0.05 0.05
0.06 -0.17 0.11
0.04 0.07 -0.03
0.00 -0.03 0.04
0.00 0.02 -0.01
0.00 -0.02 0.03
-0.03 0.07 0.08

## Properties
net charge: -2
energy relative to the best compared isomer or geometry (same formula, charge and spin): 52.28 kcal/mol
orbital gap (spin up / spin down): 2.7 / 5.4 eV
highest occupied orbital energy (spin up / spin down): 1.39 / -1.37 eV
max |F|: 0.04115 hartree/bohr
2S+1: 6
LUMO (spin up / spin down): 4.1 / 4.1 eV

Charge distribution, Mulliken scheme, values in e: number 1, Ir, carries 1.65; number 2, C, carries -1.90; number 3, C, carries 2.31; number 4, C, carries -1.88; number 5, O, carries -0.66; number 6, C, carries -0.27; number 7, O, carries -0.80; number 8, O, carries -0.78; number 9, H, carries 0.47; number 10, H, carries 0.34; number 11, H, carries 0.41; number 12, H, carries 0.41; number 13, H, carries 0.34; number 14, H, carries 0.37; number 15, H, carries -0.24; number 16, C, carries -1.04; number 17, Si, carries 0.31; number 18, C, carries -1.17; number 19, C, carries -1.08; number 20, C, carries 0.32; number 21, C, carries -0.48; number 22, C, carries -0.72; number 23, C, carries -0.53; number 24, N, carries -0.39; number 25, C, carries 0.24; number 26, S, carries -0.53; number 27, H, carries 0.31; number 28, H, carries 0.32; number 29, H, carries 0.28; number 30, H, carries 0.27; number 31, H, carries 0.30; number 32, H, carries 0.31; number 33, H, carries 0.32; number 34, H, carries 0.29; number 35, H, carries 0.32; number 36, H, carries 0.28; number 37, H, carries 0.33; number 38, H, carries 0.47; number 39, O, carries -0.64; number 40, C, carries 0.62; number 41, N, carries 0.12; number 42, Cl, carries -0.24; number 43, C, carries 0.64; number 44, Cl, carries -0.06; number 45, H, carries -0.58; number 46, H, carries 0.40; number 47, C, carries -0.49; number 48, Ge, carries 1.52; number 49, C, carries -0.09; number 50, C, carries -0.11; number 51, C, carries -0.61; number 52, C, carries -0.36; number 53, C, carries -0.61; number 54, C, carries -0.34; number 55, C, carries -0.28; number 56, C, carries 0.05; number 57, C, carries -0.61; number 58, C, carries -0.38; number 59, C, carries -0.60; number 60, C, carries -0.43; number 61, C, carries -0.34; number 62, C, carries -0.23; number 63, C, carries -0.63; number 64, C, carries -0.32; number 65, C, carries -0.66; number 66, C, carries -0.29; number 67, H, carries 0.20; number 68, H, carries 0.36; number 69, H, carries 0.35; number 70, H, carries 0.40; number 71, H, carries 0.26; number 72, H, carries 0.21; number 73, H, carries 0.37; number 74, H, carries 0.35; number 75, H, carries 0.46; number 76, H, carries 0.35; number 77, H, carries 0.36; number 78, H, carries 0.36; number 79, H, carries 0.36; number 80, H, carries 0.36; number 81, H, carries 0.36